Record 1
The following is a DFT calculation (ωB97M-V/def2-TZVPD) of a cluster of 2 separate species, C3H3N2P in total at a distorted geometry.

Max |F| = 3.59 eV/A
LUMO (spin up / spin down) = 0.576 / -4.810 eV
Total charge = 0
HOMO (spin up / spin down) = -9.034 / -11.181 eV
Energy above the lowest of the compared OMol25 structures with the same formula, charge and spin = 6.2 kcal per mole
Spin multiplicity = 3
HOMO-LUMO gap (spin up / spin down) = 9.609 / 6.371 eV
E = -15422.23755 eV

Positions of all 9 atoms, in Å:
C 0.593 -1.685 0.137
C 2.034 1.635 -0.286
C -1.351 0.038 -0.057
N 0.961 -2.305 1.025
N 2.731 2.536 -0.209
P -0.015 -0.567 -1.088
H -1.388 0.013 1.090
H -2.013 -0.690 -0.359
H -1.551 1.025 -0.253

Atomic partial charges in e from the Mulliken method, atoms 1 to 6: 0.335, 0.110, -0.917, -0.349, -0.171, -0.036

Record 2
The following is a DFT calculation (ωB97M-V/def2-TZVPD) of a cluster of 4 separate species, C5H16O3 in total at a distorted geometry.

Max |F| = 4.23 eV/A
LUMO (spin up / spin down) = 2.797 / 2.676 eV
Total charge = -1
HOMO (spin up / spin down) = 1.078 / -6.839 eV
Energy above the lowest of the compared OMol25 structures with the same formula, charge and spin = 48.7 kcal per mole
Spin multiplicity = 2
HOMO-LUMO gap (spin up / spin down) = 1.719 / 9.515 eV
E = -11583.68636 eV

Positions of all 24 atoms, in Å:
C -0.271 0.286 -0.687
C -1.368 1.352 -0.745
C -0.996 2.789 -0.544
C -1.771 3.465 0.273
C -0.117 3.524 -1.420
H 0.108 -0.116 -1.589
H 0.619 0.658 -0.057
H -0.553 -0.692 -0.095
H -1.919 1.366 -1.646
H -2.154 0.956 -0.137
H -1.659 4.557 0.371
H -2.668 2.994 0.813
H 0.514 2.914 -2.074
H -0.487 4.208 -2.144
H 0.406 4.213 -0.686
H -4.232 -3.251 2.867
H -3.820 -2.402 3.993
O -3.457 -2.817 3.177
H 2.432 -4.907 0.727
H 3.793 -5.585 1.012
O 3.156 -5.077 1.429
H 4.377 -3.290 -1.312
H 5.220 -2.152 -0.936
O 4.846 -2.991 -0.588

Atomic partial charges in e from the Mulliken method, atoms 1 to 6: -1.768, -0.593, 1.047, -1.077, -1.531, 0.568

Record 3
The following is a DFT calculation (ωB97M-V/def2-TZVPD) of a structure of composition C24H35NNaO6PSSi2 at a distorted geometry.

Max |F| = 1.27 eV/A
LUMO = -2.788 eV
Total charge = 0
HOMO = -3.960 eV
HOMO-LUMO gap = 1.172 eV
E = -79529.56111 eV

Positions of all 71 atoms, in Å:
N 0.647 1.152 1.244
C -0.126 1.321 2.230
C -1.278 0.429 2.549
C -1.476 0.239 4.031
C -2.337 1.076 4.730
C -2.502 0.975 6.105
C -1.814 0.027 6.837
C -0.979 -0.857 6.170
C -0.814 -0.765 4.781
C 0.051 -1.796 4.147
O 0.788 -1.491 3.233
C -0.048 -3.154 4.702
C -0.161 -3.205 6.096
C -0.238 -4.422 6.758
C -0.254 -5.596 6.021
C -0.198 -5.554 4.635
C -0.084 -4.340 3.954
P -0.146 -4.504 2.154
O -1.274 -3.453 1.716
O 1.132 -3.748 1.478
S -0.341 -6.283 1.513
C -0.242 -1.937 6.864
O 0.251 -1.810 7.948
H 1.302 1.929 1.176
H 0.000 2.163 2.907
H -2.162 0.889 2.116
H -1.153 -0.530 2.060
H -2.869 1.837 4.184
H -3.171 1.647 6.615
H -1.936 -0.045 7.904
H -0.300 -4.447 7.832
H -0.333 -6.543 6.526
H -0.255 -6.460 4.060
H -1.938 -3.333 2.405
H 0.792 -3.255 0.727
O 1.086 3.720 -3.779
Si 1.272 3.029 -2.320
C 3.055 2.516 -2.033
C 0.175 1.518 -2.227
C 0.788 4.232 -0.971
Si 1.343 3.267 -5.362
C 0.720 4.610 -6.494
C 0.476 1.659 -5.644
C 3.182 3.050 -5.666
H 3.352 1.726 -2.725
H 3.191 2.142 -1.012
H 3.736 3.358 -2.174
H -0.857 1.783 -2.464
H 0.190 1.075 -1.229
H 0.495 0.760 -2.943
H -0.252 4.545 -1.078
H 1.414 5.126 -0.990
H 0.901 3.763 0.011
H -0.350 4.777 -6.356
H 0.883 4.306 -7.529
H 1.235 5.559 -6.330
H 0.918 0.863 -5.045
H 0.510 1.322 -6.681
H -0.580 1.720 -5.375
H 3.585 2.214 -5.091
H 3.748 3.947 -5.401
H 3.354 2.840 -6.723
C -2.092 -1.721 -4.970
C -1.859 -1.775 -6.506
O -0.951 -0.903 -6.958
H -2.434 -0.722 -4.682
H -2.847 -2.454 -4.640
H -1.153 -1.934 -4.448
H -2.886 -1.652 -6.956
H -1.616 -2.856 -6.721
Na 1.733 -1.565 1.107

Atomic partial charges in e from the Mulliken method, atoms 1 to 6: -0.272, -0.119, -0.724, 0.494, -1.018, -0.747

Record 4
The following is a DFT calculation (ωB97M-V/def2-TZVPD) of a structure of composition C38H35N5PV at a distorted geometry.

Max |F| = 3.29 eV/A
LUMO (spin up / spin down) = -2.578 / -2.656 eV
Total charge = +1
HOMO (spin up / spin down) = -8.696 / -9.669 eV
Energy above the lowest of the compared OMol25 structures with the same formula, charge and spin = 24.4 kcal per mole
Spin multiplicity = 4
HOMO-LUMO gap (spin up / spin down) = 6.118 / 7.013 eV
E = -82399.12467 eV

Positions of all 80 atoms, in Å:
V -0.097 0.028 0.468
C 3.937 -0.727 1.767
C 2.537 -0.803 1.728
N 1.786 0.091 1.100
C 2.413 1.178 0.530
C 3.811 1.315 0.501
C 4.570 0.304 1.133
C 4.363 2.466 -0.114
C 3.528 3.434 -0.593
C 2.116 3.337 -0.494
C 1.532 2.222 0.066
N 0.203 1.915 0.294
C -0.737 2.732 0.895
C -1.005 4.063 0.690
C -2.002 4.724 1.447
C -2.709 4.080 2.416
C -2.437 2.718 2.687
C -3.029 2.007 3.752
C -2.616 0.736 4.027
C -1.657 0.129 3.201
N -1.127 0.715 2.140
C -1.480 2.036 1.915
H 4.497 -1.489 2.294
H 2.016 -1.619 2.209
H 5.654 0.372 1.136
H 5.441 2.579 -0.175
H 3.956 4.316 -1.061
H 1.502 4.149 -0.861
H -0.451 4.616 -0.056
H -2.202 5.771 1.246
H -3.463 4.600 3.001
H -3.787 2.489 4.364
H -3.024 0.177 4.861
H -1.321 -0.872 3.424
N 0.706 -0.077 -1.737
C 1.520 -1.261 -2.075
C 0.728 -2.487 -1.720
N 0.422 -2.466 -0.272
H -0.075 -0.003 -2.375
H 1.257 0.762 -1.861
H 2.436 -1.220 -1.480
H 1.809 -1.297 -3.124
H 1.266 -3.382 -2.028
H -0.208 -2.462 -2.266
H 1.281 -2.652 0.233
H -0.213 -3.220 -0.038
C -3.079 -2.028 -4.785
C -3.212 -0.688 -4.451
C -3.021 -0.268 -3.138
C -2.701 -1.182 -2.130
C -2.559 -2.526 -2.488
C -2.749 -2.947 -3.798
P -2.359 -0.669 -0.378
C -3.714 0.539 -0.055
C -3.599 1.816 -0.621
C -4.602 2.759 -0.464
C -5.722 2.461 0.302
C -5.814 1.229 0.930
C -4.814 0.274 0.757
C -2.964 -2.167 0.512
C -4.197 -2.745 0.188
C -4.659 -3.863 0.865
C -3.898 -4.427 1.883
C -2.673 -3.873 2.215
C -2.212 -2.754 1.527
H -3.239 -2.354 -5.806
H -3.475 0.039 -5.213
H -3.143 0.779 -2.912
H -2.320 -3.266 -1.732
H -2.647 -3.998 -4.046
H -2.708 2.081 -1.174
H -4.498 3.737 -0.920
H -6.511 3.197 0.426
H -6.671 0.999 1.555
H -4.909 -0.679 1.256
H -4.797 -2.312 -0.603
H -5.615 -4.299 0.596
H -4.260 -5.303 2.411
H -2.075 -4.311 3.006
H -1.246 -2.341 1.771

Atomic partial charges in e from the Mulliken method, atoms 1 to 6: -0.347, -1.093, -0.312, 0.831, 0.829, 0.784

Record 5
The following is a DFT calculation (ωB97M-V/def2-TZVPD) of a structure of composition C30H41BeClIN3OSi4Te at a distorted geometry.

Max |F| = 1.20 eV/A
LUMO = -1.294 eV
Total charge = 0
HOMO = -6.060 eV
Energy above the lowest of the compared OMol25 structures with the same formula, charge and spin = 0.0 kcal per mole
HOMO-LUMO gap = 4.766 eV
E = -98129.09066 eV

Positions of all 83 atoms, in Å:
Be 0.204 0.720 -0.141
Cl 4.864 5.351 -2.177
C 3.826 3.998 -1.831
C 4.278 2.695 -2.098
C 3.480 1.612 -1.843
C 2.191 1.767 -1.284
O 1.466 0.712 -1.058
C 1.748 3.097 -1.023
C 0.402 3.330 -0.600
N -0.344 2.362 -0.197
C -1.744 2.410 -0.048
C -2.550 3.461 0.274
C -3.953 3.271 0.312
C -4.515 2.059 0.024
C -3.694 0.951 -0.302
C -4.161 -0.348 -0.623
C -3.269 -1.336 -0.916
C -1.884 -1.064 -0.867
N -1.423 0.129 -0.573
C -2.311 1.138 -0.311
C 2.579 4.198 -1.318
H 5.268 2.556 -2.514
H 3.817 0.606 -2.050
H -0.005 4.338 -0.693
H -2.128 4.431 0.504
H -4.587 4.107 0.573
H -5.590 1.931 0.049
H -5.227 -0.544 -0.631
H -3.593 -2.337 -1.159
H -1.138 -1.839 -1.024
H 2.222 5.204 -1.133
I -1.141 -2.327 4.469
C 0.098 -0.998 3.480
C 1.179 -0.424 4.092
C 1.987 0.444 3.341
C 1.596 0.761 2.069
N 0.490 0.244 1.493
C -0.158 -0.750 2.121
H 1.402 -0.627 5.130
H 2.878 0.885 3.764
H 2.153 1.471 1.471
H -1.106 -1.049 1.703
C 1.164 -4.824 -2.895
Si 1.284 -6.079 -1.504
C 3.093 -6.388 -1.112
C 0.528 -7.691 -2.122
Si 0.215 -5.265 0.410
Te 1.052 -2.955 0.704
Si 0.763 -6.657 2.205
C 2.485 -6.237 2.813
C 0.724 -8.461 1.668
C -0.450 -6.454 3.625
Si -2.080 -5.351 0.031
C -2.492 -4.849 -1.742
C -2.752 -7.094 0.257
C -2.965 -4.214 1.239
H 1.708 -5.170 -3.778
H 1.580 -3.864 -2.584
H 0.121 -4.663 -3.181
H 3.654 -6.663 -2.010
H 3.196 -7.202 -0.390
H 3.550 -5.494 -0.682
H 1.089 -8.065 -2.984
H -0.510 -7.551 -2.438
H 0.541 -8.466 -1.352
H 3.235 -6.495 2.063
H 2.723 -6.773 3.736
H 2.564 -5.163 3.002
H 1.478 -8.658 0.902
H -0.252 -8.733 1.258
H 0.929 -9.123 2.514
H -0.448 -5.424 3.987
H -0.183 -7.109 4.459
H -1.468 -6.704 3.315
H -2.160 -5.629 -2.432
H -1.992 -3.926 -2.040
H -3.571 -4.726 -1.886
H -2.216 -7.797 -0.386
H -3.815 -7.149 0.004
H -2.637 -7.432 1.289
H -2.563 -3.199 1.178
H -2.791 -4.563 2.260
H -4.047 -4.172 1.078

Atomic partial charges in e from the Mulliken method, atoms 1 to 6: -0.854, -0.228, 0.092, -0.486, -0.724, 0.159

Record 6
The following is a DFT calculation (ωB97M-V/def2-TZVPD) of a structure of composition C4H10F24K4O2P4 at a distorted geometry.

Max |F| = 4.73 eV/A
LUMO = -2.842 eV
Total charge = 0
HOMO = -9.871 eV
HOMO-LUMO gap = 7.029 eV
E = -176104.76447 eV

Positions of all 48 atoms, in Å:
K -3.981 4.122 -0.867
K -1.678 1.283 3.198
K 0.012 2.433 -4.613
K 2.380 -0.278 -0.391
P 1.473 -0.786 3.427
F -0.049 -0.951 3.868
F 1.682 -2.332 3.969
F 0.880 -1.284 1.996
F 3.022 -0.785 2.927
F 1.178 0.742 2.856
F 1.933 -0.189 4.919
P -0.269 4.519 4.052
F -0.075 5.347 5.494
F -1.807 4.354 4.663
F -0.666 5.976 3.429
F -0.649 4.070 2.497
F 1.345 4.774 3.785
F 0.113 3.044 4.591
P 3.792 3.096 0.723
F 3.013 3.156 -0.688
F 2.528 3.807 1.553
F 3.009 1.779 1.107
F 4.697 2.889 2.018
F 4.901 2.188 -0.127
F 4.562 4.481 0.372
P -0.953 1.665 -0.540
F 0.407 2.100 0.235
F -1.783 2.849 0.226
F -0.648 2.691 -1.805
F -2.361 1.265 -1.172
F -0.137 0.601 -1.490
F -1.017 0.558 0.653
C -2.068 -2.549 -1.181
O -2.428 -3.201 -2.324
C -1.960 -4.556 -2.455
C -2.312 -5.101 -3.837
O -1.668 -4.531 -5.029
C -0.265 -4.753 -5.274
H -0.989 -2.406 -1.123
H -2.374 -3.246 -0.401
H -2.319 -1.489 -1.137
H -2.219 -5.137 -1.570
H -0.871 -4.573 -2.479
H -3.402 -5.105 -3.856
H -2.065 -6.162 -3.818
H -0.153 -4.157 -6.180
H -0.214 -5.757 -5.694
H 0.454 -4.459 -4.509

Atomic partial charges in e from the Mulliken method, atoms 1 to 6: 1.009, 1.017, 0.999, 1.033, 1.226, -0.419

Record 7
The following is a DFT calculation (ωB97M-V/def2-TZVPD) of the molecule C4H2ClNO at a distorted geometry.

Max |F| = 4.01 eV/A
LUMO = -1.647 eV
Total charge = 0
HOMO = -9.044 eV
Energy above the lowest of the compared OMol25 structures with the same formula, charge and spin = 111.0 kcal per mole
HOMO-LUMO gap = 7.397 eV
E = -20234.11002 eV

Positions of all 9 atoms, in Å:
C -0.926 1.223 -0.056
C -1.616 0.045 0.062
C 0.689 -0.189 0.209
C 1.704 -1.167 0.072
N 0.351 0.981 0.031
O 1.663 -2.368 0.208
Cl -3.280 0.020 0.091
H -1.236 2.160 -0.293
H 2.651 -0.704 -0.324

Atomic partial charges in e from the Mulliken method, atoms 1 to 6: 0.001, -0.381, 0.608, -0.123, -0.330, -0.414

Record 8
The following is a DFT calculation (ωB97M-V/def2-TZVPD) of a cluster of 2 separate species, C10H16 in total at a distorted geometry.

Max |F| = 2.44 eV/A
LUMO (spin up / spin down) = -4.632 / -8.148 eV
Total charge = +1
HOMO (spin up / spin down) = -14.527 / -14.486 eV
Energy above the lowest of the compared OMol25 structures with the same formula, charge and spin = 23.3 kcal per mole
Spin multiplicity = 2
HOMO-LUMO gap (spin up / spin down) = 9.895 / 6.338 eV
E = -10619.86162 eV

Positions of all 26 atoms, in Å:
C 0.055 -1.560 1.838
C -0.783 -2.051 3.010
H 0.428 -0.548 2.006
H 0.873 -2.221 1.553
H -0.546 -1.476 0.912
H -0.212 -2.805 3.544
H -1.069 -1.250 3.688
H -1.688 -2.589 2.721
C 1.824 0.358 -1.250
C 2.227 0.869 -2.632
C 0.434 0.600 -0.795
C 0.154 1.573 0.183
C -0.658 -0.154 -1.321
C -1.171 1.711 0.577
C -1.966 0.392 -1.185
C -2.310 1.270 -0.202
H 1.901 -0.744 -1.249
H 2.511 0.704 -0.473
H 2.489 1.919 -2.667
H 1.005 1.811 0.805
H -0.501 -0.970 -2.015
H -1.393 2.234 1.503
H -2.711 0.226 -1.959
H -3.233 1.822 -0.125
H 1.401 0.672 -3.336
H 2.937 0.208 -3.131

Atomic partial charges in e from the Mulliken method, atoms 1 to 6: -0.390, -1.058, 0.182, 0.409, -0.001, 0.308

Q: Which formula does entry 4 have?
A: C38H35N5PV

Copy entry 8 word for word.
The following is a DFT calculation (ωB97M-V/def2-TZVPD) of a cluster of 2 separate species, C10H16 in total at a distorted geometry.

Max |F| = 2.44 eV/A
LUMO (spin up / spin down) = -4.632 / -8.148 eV
Total charge = +1
HOMO (spin up / spin down) = -14.527 / -14.486 eV
Energy above the lowest of the compared OMol25 structures with the same formula, charge and spin = 23.3 kcal per mole
Spin multiplicity = 2
HOMO-LUMO gap (spin up / spin down) = 9.895 / 6.338 eV
E = -10619.86162 eV

Positions of all 26 atoms, in Å:
C 0.055 -1.560 1.838
C -0.783 -2.051 3.010
H 0.428 -0.548 2.006
H 0.873 -2.221 1.553
H -0.546 -1.476 0.912
H -0.212 -2.805 3.544
H -1.069 -1.250 3.688
H -1.688 -2.589 2.721
C 1.824 0.358 -1.250
C 2.227 0.869 -2.632
C 0.434 0.600 -0.795
C 0.154 1.573 0.183
C -0.658 -0.154 -1.321
C -1.171 1.711 0.577
C -1.966 0.392 -1.185
C -2.310 1.270 -0.202
H 1.901 -0.744 -1.249
H 2.511 0.704 -0.473
H 2.489 1.919 -2.667
H 1.005 1.811 0.805
H -0.501 -0.970 -2.015
H -1.393 2.234 1.503
H -2.711 0.226 -1.959
H -3.233 1.822 -0.125
H 1.401 0.672 -3.336
H 2.937 0.208 -3.131

Atomic partial charges in e from the Mulliken method, atoms 1 to 6: -0.390, -1.058, 0.182, 0.409, -0.001, 0.308